ORCA calculation (ωB97M-V/def2-TZVPD) on a structure of composition C35H43BN6O2SSiV in a non-equilibrium geometry.

Each line ends with the Mulliken spin population.
Cartesian coordinates (Å):
V 0.52392 -0.58235 0.56597  1.099
C 0.10741 1.09680 1.63498  -0.123
Si -1.36178 2.09380 1.02309  -0.022
C -0.59202 2.61430 -0.60685  0.000
N -0.12947 1.43021 -1.34045  -0.014
C -1.17323 0.99867 -2.29763  -0.002
C -0.63302 0.77871 -3.70028  -0.002
C -0.04524 2.07466 -4.24855  0.000
C 0.92634 2.69266 -3.23259  -0.001
C 1.12272 1.75218 -2.04998  0.011
C -1.70166 3.57418 2.09738  -0.003
C -0.76089 4.60493 2.20325  -0.001
C -1.01976 5.73243 2.96271  0.001
C -2.22758 5.84693 3.63488  -0.002
C -3.17004 4.83729 3.54864  0.001
C -2.90910 3.70871 2.78693  -0.001
C -2.86026 0.97350 0.95923  -0.003
C -3.86427 1.10404 0.00081  0.000
C -5.00340 0.31806 0.04127  0.000
C -5.17118 -0.61082 1.05573  0.000
C -4.20292 -0.73859 2.03740  0.001
C -3.06228 0.04653 1.98353  0.001
H 0.00944 0.73650 2.66012  0.000
H 1.00129 1.72977 1.58451  -0.001
H 0.29549 3.18402 -0.32691  0.001
H -1.20361 3.29158 -1.20396  -0.001
H -1.92642 1.78908 -2.36462  0.001
H -1.67723 0.10723 -1.89813  0.004
H -1.45638 0.44354 -4.33743  0.000
H 0.11349 -0.01358 -3.70115  0.000
H -0.86492 2.76610 -4.44864  0.000
H 0.44722 1.89719 -5.20221  0.000
H 0.56489 3.66227 -2.88946  0.000
H 1.89927 2.87204 -3.68678  0.000
H 1.81015 2.17650 -1.31519  -0.009
H 1.57323 0.81425 -2.40218  0.003
H 0.18510 4.53516 1.68831  0.000
H -0.28626 6.52079 3.03049  0.000
H -2.43379 6.72784 4.22397  0.000
H -4.10972 4.92964 4.07204  0.000
H -3.65774 2.93481 2.72351  0.000
H -3.77691 1.84651 -0.77451  0.000
H -5.77204 0.44564 -0.70408  0.000
H -6.06765 -1.20981 1.09813  0.000
H -4.35506 -1.42287 2.85779  0.000
H -2.33739 -0.03445 2.78275  0.002
N 3.26662 -1.48550 3.51677  -0.002
C 4.08543 -0.51607 2.94759  -0.002
C 5.34949 -0.06079 3.29832  0.000
C 5.87250 0.94217 2.50953  -0.001
C 5.16579 1.47036 1.41684  0.003
C 3.91058 1.01520 1.07255  0.007
C 3.37137 0.00233 1.86174  0.006
N 2.14760 -0.65182 1.79527  -0.038
C 2.13910 -1.52876 2.78566  0.001
C 0.92057 -2.30660 2.96312  0.011
C 0.55535 -3.30118 3.81735  0.000
S -1.05862 -3.77509 3.49435  0.000
C -1.15435 -2.62988 2.25755  0.009
N -0.07065 -1.92075 2.08483  0.017
H 3.49347 -2.06844 4.30707  0.000
H 5.89365 -0.46570 4.13332  0.000
H 6.85140 1.33118 2.73568  0.000
H 5.62417 2.24678 0.82806  0.000
H 3.38110 1.41415 0.21850  0.004
H 1.13441 -3.78074 4.57817  0.000
H -2.04486 -2.48879 1.66492  0.001
B 3.80381 -1.50868 -2.39595  -0.001
C 2.68664 -1.04806 -1.45374  0.069
N 1.81221 -0.70605 -0.75802  0.011
H 4.17853 -0.50280 -2.94216  0.000
H 3.32393 -2.30849 -3.15702  0.007
H 4.64987 -1.96652 -1.67107  0.004
O -0.68423 -3.71045 -0.06222  0.003
C -0.81684 -2.81462 -0.85948  0.003
O -0.71058 -1.57701 -0.60260  -0.058
C -1.13799 -3.17442 -2.29730  0.004
N -1.60517 -4.60500 -2.23754  0.000
C -0.82306 -5.39190 -3.24955  0.000
C 0.52489 -4.70503 -3.19818  0.000
C 0.14537 -3.22884 -3.15709  0.001
H -1.90911 -2.53037 -2.72170  -0.001
H -2.61996 -4.70622 -2.33162  0.000
H -1.33031 -4.90930 -1.26354  0.000
H -1.31341 -5.25851 -4.21751  0.000
H -0.83774 -6.44568 -2.97051  0.000
H 1.13808 -4.94896 -4.06111  0.000
H 1.06832 -5.00026 -2.30131  0.000
H -0.07656 -2.86828 -4.15958  0.000
H 0.93249 -2.60321 -2.74426  0.002

Forces on the atoms, in the same order (eV/Å):
-1.39 1.25 1.57
0.01 -0.40 -0.28
-0.22 0.29 -0.04
-0.12 0.08 0.39
0.26 -0.03 0.20
-0.48 -0.49 -0.01
-0.25 -0.13 -0.13
-0.12 -0.01 -0.04
0.09 0.05 0.14
0.46 -0.26 -0.32
0.02 -0.11 0.01
-0.10 -0.04 0.05
-0.01 -0.05 -0.01
0.01 0.06 0.01
-0.02 -0.05 0.00
0.10 0.05 -0.03
0.11 0.08 -0.04
0.01 -0.03 0.03
-0.02 -0.01 -0.01
-0.05 -0.02 -0.01
0.01 0.02 -0.03
0.07 0.04 0.03
0.03 -0.11 0.08
0.02 -0.06 -0.08
-0.03 0.19 0.18
-0.03 -0.02 -0.18
-0.05 -0.04 0.01
0.13 0.23 -0.19
0.04 -0.02 0.04
0.09 -0.17 -0.03
-0.02 0.02 -0.03
0.02 -0.04 -0.03
0.00 0.03 0.03
0.06 0.03 0.01
0.04 -0.01 -0.05
-0.18 0.57 0.03
0.19 -0.01 -0.12
0.07 0.07 0.00
-0.01 0.07 0.05
-0.08 0.00 0.04
-0.13 -0.14 -0.02
0.05 0.15 -0.21
-0.10 0.02 -0.10
-0.10 -0.06 0.00
-0.01 -0.11 0.13
0.11 -0.03 0.12
-0.35 -0.08 -0.35
0.02 0.12 -0.07
-0.11 0.08 -0.19
-0.09 -0.04 -0.01
-0.06 -0.09 0.05
0.04 -0.02 0.04
0.25 0.08 0.01
0.25 -0.36 0.15
-0.14 -0.12 0.41
0.07 -0.18 0.46
0.09 0.32 -0.44
0.07 0.16 0.00
-0.26 0.05 -0.01
0.15 -0.06 -0.14
-0.04 0.02 -0.01
0.09 -0.07 0.15
0.12 0.05 0.02
0.07 0.11 -0.08
0.00 -0.01 0.01
0.17 -0.12 0.23
0.00 0.02 0.07
0.12 0.06 0.08
-0.33 -0.06 0.18
1.27 -0.60 -1.12
0.03 0.10 -0.09
-0.09 -0.08 -0.06
0.08 -0.06 0.01
0.35 -1.69 0.90
-0.36 0.69 -0.60
0.22 1.18 -0.15
-0.02 -0.10 -0.20
-0.21 -0.37 0.33
-0.15 -0.21 -0.17
0.03 -0.06 -0.08
-0.07 0.18 -0.05
0.05 -0.08 0.12
0.26 0.02 -0.05
-0.21 0.29 -0.56
0.09 -0.06 0.10
0.03 0.10 -0.05
0.03 -0.01 0.00
0.05 -0.02 0.05
0.01 0.04 -0.04
0.02 0.04 -0.01

As for the spin multiplicity: 2. As for the net charge: +2. Its orbital gap (spin up / spin down) is 6.403 / 6.969 eV. The calculated total energy is -95093.7633 eV. As for the HOMO energy (spin up / spin down): -13.3 / -13.3 eV.

---

ORCA calculation (ωB97M-V/def2-TZVPD) on a structure of composition C35H43Cl2N6O2SeYb in a non-equilibrium geometry.

Each line ends with the Mulliken spin population.
Cartesian coordinates (Å):
Yb 0.21891 0.76306 0.64324  0.020
C -0.60966 -3.42648 0.45383  0.000
C -0.20794 -3.56978 1.92320  0.000
C -1.45790 -3.48346 2.79427  0.000
C 0.85449 -2.55144 2.29846  0.001
C 2.17837 -2.77220 1.91273  0.000
C 3.21658 -2.01491 2.42481  -0.001
C 2.97398 -1.00492 3.35135  -0.002
C 4.11590 -0.30076 4.03506  -0.001
C 1.65119 -0.72348 3.66832  0.001
C 0.59911 -1.46313 3.13202  0.001
H -1.30469 -4.21528 0.15966  0.000
H 0.27062 -3.48122 -0.19170  0.000
H -1.10349 -2.46254 0.32876  0.000
H 0.24814 -4.55588 2.06458  0.000
H -1.98455 -2.55024 2.59730  0.000
H -1.21445 -3.54160 3.85624  0.000
H -2.12957 -4.30768 2.55115  0.000
H 2.40737 -3.60088 1.25056  0.000
H 4.23919 -2.24054 2.14260  0.000
H 4.65029 -1.00208 4.67919  0.000
H 3.75762 0.52164 4.65360  0.000
H 4.83331 0.09155 3.31161  0.000
H 1.43979 0.01644 4.43081  0.001
H -0.40260 -1.27779 3.48885  0.000
C -2.79863 1.01451 -0.24333  0.000
C -2.51079 0.47156 1.17328  -0.008
C -3.65660 -0.45560 1.60409  0.000
C -2.42547 1.64897 2.18170  0.016
O -1.30832 -0.23002 1.17283  -0.012
H -3.67334 1.66793 -0.22804  0.001
H -2.98942 0.18493 -0.92764  0.000
H -1.93766 1.59447 -0.61187  -0.001
H -4.62011 0.03976 1.46584  0.000
H -3.54110 -0.72728 2.65543  0.000
H -3.63976 -1.36442 1.00104  0.000
H -1.96263 2.53047 1.73370  0.001
H -1.82704 1.33331 3.04067  -0.005
H -3.41941 1.92877 2.53401  0.000
Se -1.61044 5.08307 -1.79895  0.221
N -1.27878 6.00686 -0.29442  0.228
C -0.61521 5.20419 0.52141  -0.043
C -0.21929 5.48958 1.83439  0.305
C 0.44072 4.49724 2.55872  -0.134
C 0.70710 3.26992 1.98876  0.213
N 0.36416 2.93742 0.71673  0.092
C -0.31915 3.87291 0.00436  -0.073
N -0.76725 3.59539 -1.20154  0.125
H -0.43241 6.45224 2.27561  0.008
H 0.70649 4.68265 3.58901  -0.012
H 1.27812 2.26964 3.65228  0.012
Cl 2.77225 0.65606 0.37912  0.001
C 3.48689 1.96042 1.28060  0.010
C 4.74857 2.38877 0.90866  -0.005
C 5.43292 3.29010 1.70256  0.004
C 4.87521 3.70528 2.90325  -0.001
C 3.59983 3.29609 3.23695  -0.009
Cl 2.95491 3.77140 4.77739  0.001
C 2.83175 2.46864 2.40678  0.019
N 1.44127 2.18890 2.65436  0.025
H 5.19831 1.98871 0.01052  0.000
H 6.41158 3.64030 1.40762  0.001
H 5.43340 4.33407 3.58208  0.000
C 0.43774 -3.01504 -5.24566  0.000
C -0.79479 -2.20062 -5.63304  0.000
N -1.91787 -2.43691 -4.73257  0.000
C -2.81789 -3.53140 -5.07783  0.000
C -3.94919 -3.06321 -5.98753  0.000
C -2.08870 -1.81706 -3.53498  -0.003
O -2.95720 -2.14212 -2.74032  0.000
C -1.14735 -0.69727 -3.18386  0.001
C -1.08379 0.50823 -3.87920  0.003
C -0.17736 1.45732 -3.44451  -0.006
C 0.57484 1.21709 -2.31159  -0.002
N 0.45163 0.10088 -1.56324  -0.001
C -0.38961 -0.83686 -2.03837  -0.001
H 1.23284 -2.85471 -5.97435  0.000
H 0.20541 -4.07978 -5.21446  0.000
H 0.79632 -2.70962 -4.26222  0.000
H -1.11878 -2.47178 -6.63887  0.000
H -0.54102 -1.14463 -5.63734  0.000
H -3.23346 -3.92296 -4.15166  0.000
H -2.23575 -4.31689 -5.56435  0.000
H -4.53962 -2.30262 -5.47800  0.000
H -4.59970 -3.90090 -6.23874  0.000
H -3.55770 -2.64111 -6.91442  0.000
H -1.73425 0.70071 -4.72254  0.000
H -0.06374 2.39606 -3.96736  0.003
H 1.31827 1.93406 -1.98638  0.002
H -0.43997 -1.76247 -1.48504  0.002

Forces on the atoms, in the same order (eV/Å):
3.34 0.60 -0.19
0.05 -0.09 0.08
-0.13 0.20 -0.15
0.11 -0.09 -0.03
0.03 0.02 0.17
0.00 -0.05 0.01
0.04 0.02 0.02
-0.07 0.05 0.04
-0.04 -0.08 -0.08
0.10 -0.21 0.05
0.23 -0.39 0.35
0.01 -0.01 -0.02
-0.02 0.00 -0.06
-0.02 0.03 -0.05
0.01 0.02 0.01
-0.02 0.04 0.03
-0.02 0.00 0.02
-0.03 0.00 0.01
-0.03 -0.01 0.00
0.00 -0.02 -0.02
0.03 0.06 0.03
0.03 0.04 0.02
0.01 0.05 0.01
-0.04 0.11 -0.06
-0.05 0.09 -0.15
0.10 -0.16 0.36
-0.81 -0.05 0.24
0.12 0.18 -0.14
-0.17 -0.21 -0.22
-4.00 -2.64 1.34
0.06 0.10 -0.12
0.03 -0.01 0.01
-0.34 0.04 -0.07
-0.06 -0.05 0.08
-0.03 -0.02 0.01
0.00 -0.01 -0.03
-0.01 0.05 0.05
-0.07 -0.01 0.04
0.01 0.13 0.01
0.11 -0.12 0.15
-0.09 0.30 0.06
-0.09 -0.06 -0.13
0.04 -0.02 0.06
-0.01 -0.15 0.33
-0.31 0.00 -0.63
0.04 2.30 0.64
-0.01 -0.04 -0.38
0.08 0.13 -0.07
-0.05 0.01 -0.01
0.11 -0.01 -0.02
-0.08 -0.17 0.02
1.49 0.04 -0.37
-0.11 0.08 0.48
0.08 -0.09 -0.14
-0.11 -0.01 0.13
0.17 -0.03 -0.09
-0.18 -0.17 -0.02
0.03 0.04 0.08
0.28 -0.23 -0.03
0.31 0.81 -0.34
-0.01 0.00 -0.01
0.03 -0.03 0.02
-0.07 0.06 0.00
-0.13 0.09 -0.10
0.19 -0.15 0.23
-0.01 0.07 -0.04
-0.22 0.07 -0.02
0.13 -0.05 0.08
-0.05 -0.09 -0.03
0.03 0.06 -0.01
-0.08 0.11 -0.11
0.17 -0.08 0.32
-0.15 0.08 -0.35
0.25 -0.52 0.31
-0.25 -0.06 -1.87
0.27 -0.07 0.11
0.05 -0.03 0.03
0.02 -0.02 0.01
0.03 -0.01 0.01
-0.04 0.09 0.00
-0.03 0.02 -0.12
0.07 -0.06 -0.02
0.03 0.00 0.05
-0.03 0.01 -0.02
-0.03 0.02 -0.03
-0.03 0.01 -0.02
0.06 -0.03 -0.08
-0.01 0.04 0.06
-0.14 0.09 0.14
-0.12 0.05 0.15

As for the spin multiplicity: 2. Its orbital gap (spin up / spin down) is 5.769 / 5.825 eV. The calculated total energy is -171950.0294 eV. As for the HOMO energy (spin up / spin down): -5.6 / -5.9 eV.